ORCA calculation (ωB97M-V with the def2-TZVPD basis set) on a structure of composition C17H29N6O5ReS in a non-equilibrium geometry.

Computed properties:
Energy above the lowest of the compared OMol25 structures with the same formula, charge and spin, kcal/mol: 10.88
2S+1: 4
HOMO-LUMO gap (alpha / beta), eV: 7.1077 / 6.3053
Highest occupied orbital energy (alpha / beta), eV: -11.110 / -11.226
Total charge: +1

Atoms and positions in Å:
Re -0.11473 -0.43780 0.32974
C 3.87081 2.17786 4.40358
C 3.85178 2.28229 2.88177
N 3.55914 0.99982 2.28008
C 2.32812 0.57802 2.03938
S 2.08177 -1.07652 1.55109
N 1.28560 1.34146 2.29785
N 0.11602 0.86158 1.97554
C -0.93577 1.14787 2.71632
C -0.83624 2.16832 3.79628
C -2.03203 0.25006 2.49796
C -3.25958 0.29527 3.16432
C -4.16285 -0.73325 3.00297
C -3.81005 -1.81096 2.19404
C -2.60651 -1.77462 1.51992
N -1.73805 -0.76446 1.62500
H 4.13372 3.13692 4.83723
H 2.89203 1.88471 4.77280
H 4.60172 1.44249 4.72881
H 3.07813 2.98053 2.56240
H 4.82207 2.61828 2.51693
H 4.30710 0.32423 2.19759
H 0.06766 1.99070 4.37716
H -0.73163 3.16001 3.35807
H -1.69482 2.15534 4.45635
H -3.48822 1.14113 3.78873
H -5.12250 -0.70362 3.49118
H -4.46627 -2.65583 2.07594
H -2.31901 -2.57996 0.85953
N -0.13129 4.00250 -1.24709
C -0.25131 2.81443 -0.64668
O 0.72267 2.16818 -0.28875
C -1.65671 2.30587 -0.38646
C -1.71294 0.80334 -0.62007
H 0.79677 4.33630 -1.46120
H -0.91793 4.51215 -1.61097
H -2.37510 2.80964 -1.03823
H -1.91860 2.54994 0.64826
H -1.51803 0.62471 -1.67956
H -2.72555 0.46328 -0.38541
O 2.37486 -0.06353 -2.95892
N 1.33910 -0.06469 -2.36270
O 0.24514 0.13645 -2.84588
O 1.38314 -0.32592 -1.09710
C 1.36476 -3.50983 -0.83117
C -0.05059 -3.57830 -1.36467
O -0.76554 -2.34742 -1.19503
C -2.02233 -2.38523 -1.88390
C -1.88153 -2.20836 -3.39181
H 1.83713 -4.47685 -0.98954
H 1.37336 -3.28932 0.23463
H 1.94170 -2.75438 -1.35832
H -0.60950 -4.37691 -0.85236
H -0.01578 -3.81775 -2.43236
H -2.62482 -1.56761 -1.48264
H -2.52687 -3.33569 -1.65285
H -1.30877 -1.30680 -3.59379
H -2.86538 -2.11247 -3.84141
H -1.38155 -3.05468 -3.85472

***

ORCA calculation (ωB97M-V with the def2-TZVPD basis set) on a cluster of 2 separate species, C4H2ClF3 in total in a non-equilibrium geometry.

Computed properties:
Energy above the lowest of the compared OMol25 structures with the same formula, charge and spin, kcal/mol: 59.58
2S+1: 1
HOMO-LUMO gap, eV: 10.6375
Highest occupied orbital energy, eV: -9.852

Atoms and positions in Å:
F -0.71146 0.08162 -1.85544
C -0.87214 -0.58782 -0.70850
F -1.65715 0.09298 0.11698
C -0.24430 -1.71049 -0.55193
F 0.64580 -2.21746 -1.38240
Cl -0.48252 -2.62480 0.88040
C 0.68901 1.50425 1.39328
C 1.01199 1.88751 0.33371
H 0.67026 1.18526 2.42214
H 0.95052 2.38896 -0.64823

***

ORCA calculation (ωB97M-V with the def2-TZVPD basis set) on the molecule C5H7N.

Computed properties:
Energy above the lowest of the compared OMol25 structures with the same formula, charge and spin, kcal/mol: 77.72
2S+1: 1
HOMO-LUMO gap, eV: 10.4423
Highest occupied orbital energy, eV: -9.369

Atoms and positions in Å:
C -1.59050 -1.70170 2.00389
C -0.81782 -1.14564 1.27354
C -0.18272 -0.66193 0.07037
C 1.23715 -0.25991 -0.13958
N 0.19564 0.72973 -0.03223
C -0.22617 1.46622 -1.20438
H -2.16320 -2.27368 2.69527
H -0.67423 -1.16883 -0.76283
H 1.64140 -0.48824 -1.12926
H 1.95053 -0.28714 0.67940
H -1.26648 1.76949 -1.05242
H -0.15408 0.89101 -2.14303
H 0.38513 2.36990 -1.29955

***

Q: Which formula does entry 1 have?
A: C17H29N6O5ReS

***

Q: What is the 2S+1 in the second record?
A: 1

***

Q: What is the formula in the second record?
A: C4H2ClF3